{
  "formula": "C19H15N2O3PtS2",
  "method": "ωB97M-V with the def2-TZVPD basis set",
  "orbital_gap_ev": 7.03,
  "spin_multiplicity": 1,
  "charge": -1,
  "homo_energy_ev": -4.456,
  "molar_mass_g_mol": 578.55,
  "de_lowest_ev": 0.0000,
  "symbols": ["H", "C", "H", "C", "H", "Pt", "H", "H", "S", "C", "C", "N", "H", "C", "C", "C", "C", "O", "C", "O", "C", "C", "C", "H", "H", "H", "H", "C", "N", "H", "C", "C", "O", "H", "C", "H", "C", "S", "H", "C", "C", "H"],
  "xyz": [[-1.577, 5.966, -0.503], [-0.015, -2.248, 3.741], [-0.185, 6.171, -1.544], [3.478, -2.921, -0.760], [0.689, -4.387, -2.848], [-0.396, -1.837, 1.253], [4.883, -3.742, -2.161], [-0.256, -4.830, 5.447], [-0.438, -3.050, -0.658], [1.239, -3.248, -1.102], [1.512, -3.982, -2.274], [2.221, -2.730, -0.360], [3.040, -4.731, -3.563], [0.227, -2.703, 5.157], [0.387, -4.420, 3.439], [-2.061, 4.230, -2.590], [-0.632, 2.332, -2.194], [0.546, -5.489, 2.903], [3.842, -3.624, -1.893], [-0.299, -1.095, 3.349], [-2.911, 3.787, -1.580], [-1.462, 1.888, -1.155], [-1.985, 7.011, -2.340], [0.250, 1.754, -2.433], [1.468, -4.521, 5.297], [-0.838, 7.583, -0.657], [1.074, -2.158, 5.575], [-0.859, -0.286, 0.211], [0.094, -3.217, 2.833], [-3.267, 2.302, -0.077], [-0.925, 3.487, -2.898], [2.816, -4.168, -2.665], [-2.381, 8.127, -2.561], [4.240, -2.479, -0.125], [0.484, -4.197, 4.960], [-0.646, -2.477, 5.770], [-1.149, 0.711, -0.421], [-2.432, 5.715, -3.485], [-3.808, 4.350, -1.353], [-1.087, 6.664, -1.181], [-2.612, 2.641, -0.868], [-0.266, 3.824, -3.688]],
  "forces_ev_per_angstrom": [[-0.01, 0.01, -0.01], [0.02, 0.01, 0.00], [0.00, -0.01, 0.02], [0.01, 0.00, 0.00], [0.00, 0.00, 0.00], [0.02, 0.01, 0.01], [0.00, 0.00, 0.00], [0.00, 0.00, 0.00], [0.01, 0.03, -0.02], [0.00, -0.04, 0.04], [0.00, 0.00, -0.01], [-0.02, 0.01, 0.00], [0.00, 0.00, 0.00], [0.00, 0.00, 0.00], [0.03, 0.00, 0.00], [0.09, -0.01, -0.02], [0.00, 0.01, -0.01], [-0.01, 0.00, 0.00], [0.00, 0.01, 0.01], [-0.03, -0.01, 0.00], [-0.01, -0.02, -0.04], [0.00, -0.01, 0.00], [0.04, 0.04, 0.01], [0.00, 0.00, 0.00], [0.00, 0.00, 0.00], [0.00, 0.00, 0.00], [0.00, 0.00, 0.00], [-0.03, -0.01, 0.00], [-0.03, -0.01, -0.02], [0.00, 0.00, 0.00], [0.02, 0.01, 0.02], [0.00, 0.00, 0.00], [0.06, 0.01, -0.03], [0.00, 0.00, 0.00], [0.00, 0.00, 0.00], [0.00, 0.00, 0.00], [0.00, 0.02, 0.02], [-0.16, -0.03, 0.04], [0.00, 0.00, 0.00], [-0.03, 0.00, 0.03], [0.00, -0.01, 0.00], [0.00, 0.00, 0.00]]
}